# 1
Formula: C4H10NO2
Source: the OMol25 dataset
Level of theory: ωB97M-V/def2-TZVPD

```
17
Properties=species:S:1:pos:R:3:forces:R:3
C 0.1291 0.1344 -1.9004 0.081 -0.439 0.295
C 0.7733 -1.2225 -1.5893 -0.342 0.101 0.471
C 0.4314 -1.6822 -0.1643 0.103 0.191 -0.261
H -0.9573 0.0321 -1.8810 -0.042 0.017 -0.015
H 0.4230 0.4886 -2.8912 0.088 0.190 0.065
H 0.3713 0.8280 -1.0876 0.022 0.144 -0.316
H 1.8650 -1.1559 -1.6243 0.004 0.014 -0.371
H 0.4250 -1.9680 -2.3125 0.228 -0.070 -0.056
H 0.8849 -2.6563 0.0419 -0.118 -0.034 0.076
H 0.8132 -0.9444 0.5410 0.006 0.012 0.075
H -0.6455 -1.7126 -0.0035 -0.061 -0.124 -0.014
N -0.9106 2.0738 2.7669 0.044 0.371 0.807
C -0.6987 1.4766 1.5012 0.020 -0.706 -0.985
O -1.6991 0.9483 0.9580 0.043 0.133 0.282
O 0.4723 1.5412 1.0453 0.003 0.231 0.263
H -1.6275 1.6228 3.3173 -0.030 0.023 -0.205
H -0.0498 2.1961 3.2825 -0.049 -0.055 -0.110
```
Positions in Å, forces in eV/Å.

Output
Strongest force on any atom ... 1.2 eV/A
Net charge ... -1
HOMO ... -3.97 eV
Electronic energy ... -9897.384 eV
Energy above the lowest of the compared OMol25 structures with the same formula, charge and spin ... 1.4 kcal per mole

***

# 2
Formula: C4H10NO2
Source: the OMol25 dataset
Level of theory: ωB97M-V/def2-TZVPD

```
17
Properties=species:S:1:pos:R:3:forces:R:3
C 0.0508 0.6888 1.2673 0.062 1.964 -0.505
C 1.1766 1.1528 0.3431 -2.602 1.836 0.699
C 1.5876 0.2324 -0.8017 -1.608 -2.136 -0.452
O 2.7635 -0.6180 -0.7092 -1.166 2.278 2.314
N -0.3465 1.6062 0.2113 1.179 -1.152 -0.309
C -2.2147 -0.8936 -0.1797 -1.259 -1.036 -0.628
O -3.2691 -1.7526 -0.3235 -0.417 -0.011 -0.460
H -0.2547 1.1556 2.2287 1.016 -0.037 -0.101
H 2.3131 0.0915 1.7157 1.226 -0.717 0.167
H -0.2587 -0.3527 1.3656 0.337 0.097 -0.950
H 1.6948 2.1353 0.5478 -0.121 -1.540 0.018
H 0.7796 -0.5200 -0.7506 -0.296 0.466 -0.392
H 1.4924 0.6740 -1.7770 0.277 0.723 -0.415
H 2.5800 -0.4455 0.3411 2.228 -1.346 0.064
H -1.3959 -1.4840 0.2812 0.357 0.788 0.489
H -2.5501 0.0369 0.3386 0.804 -0.149 0.451
H -1.7634 -0.5041 -1.1365 -0.017 -0.027 0.008
```
Positions in Å, forces in eV/Å.

Output
Strongest force on any atom ... 3.5 eV/A
Net charge ... -2
HOMO (spin up / spin down) ... 0.88 / 0.91 eV
Electronic energy ... -9885.472 eV
Energy above the lowest of the compared OMol25 structures with the same formula, charge and spin ... 93.0 kcal per mole
Spin multiplicity ... 2

***

# 3
Formula: C4H10NO2
Source: the OMol25 dataset
Level of theory: ωB97M-V/def2-TZVPD

```
17
Properties=species:S:1:pos:R:3:forces:R:3
O -0.0581 -1.6144 0.9171 -0.053 -0.302 0.099
C -0.0391 -1.2400 -0.3770 -0.091 0.472 0.182
C 0.0043 0.2980 -0.4820 0.676 -1.190 0.051
N -0.7636 0.8886 0.6629 -0.586 0.037 -0.583
C -0.6961 2.3695 0.7558 0.080 0.458 0.669
C 1.4631 0.7108 -0.4584 0.760 0.859 0.567
O -0.0050 -1.9498 -1.3250 0.012 -0.221 -0.074
H -0.0383 -2.5880 1.0008 0.006 0.277 -0.141
H -0.4890 0.5342 -1.4181 -0.119 0.331 -0.013
H -0.4904 0.4148 1.5287 0.092 0.083 -0.015
H -1.7392 0.6333 0.4844 0.006 -0.007 0.345
H -1.3522 2.7202 1.5540 -0.086 -0.199 -0.153
H -1.0002 2.8002 -0.1869 -0.033 0.027 -0.216
H 0.3069 2.6873 1.0190 0.124 -0.140 -0.175
H 1.6514 1.6779 -0.9218 -0.184 -0.091 -0.333
H 1.8501 0.8507 0.5566 -0.316 -0.262 0.175
H 2.1404 -0.0200 -0.8889 -0.286 -0.134 -0.386
```
Positions in Å, forces in eV/Å.

Output
Strongest force on any atom ... 1.4 eV/A
Net charge ... +1
HOMO ... -15.16 eV
SMILES ... C[NH2+][C@@H](C)C(=O)O
Electronic energy ... -9888.889 eV
Energy above the lowest of the compared OMol25 structures with the same formula, charge and spin ... 16.1 kcal per mole

***

# 4
Formula: C4H10NO2
Source: the OMol25 dataset
Level of theory: ωB97M-V/def2-TZVPD

```
17
Properties=species:S:1:pos:R:3:forces:R:3
C -0.0227 2.4370 -1.4569 1.169 -0.520 1.819
C 2.1404 -2.0982 1.0004 1.410 -2.559 -0.304
C 0.0239 -1.2102 0.7960 2.096 4.625 -2.069
C -2.1070 1.6408 -0.9825 -1.051 0.936 -1.707
N -0.6857 1.5688 -0.8307 0.559 0.014 0.641
O 1.2795 -1.0557 0.5797 -1.217 -0.652 0.110
O -0.5237 -2.0538 1.4903 -1.845 -1.620 1.419
H -0.5087 3.2560 -1.9324 -0.173 0.629 -0.894
H 1.0475 2.4294 -1.2467 -0.016 0.213 -0.671
H 2.3376 -2.0287 2.0780 0.452 0.489 -0.332
H 3.0692 -2.0071 0.3260 -1.480 -0.359 1.433
H -0.4719 -0.3186 0.3762 -0.754 -0.482 -0.288
H -2.3111 0.5464 -1.2646 -1.064 1.864 0.449
H -2.6522 2.1150 -0.0901 0.816 -1.404 -1.000
H -2.2977 2.4255 -1.8629 -0.299 -1.992 1.519
H 1.6317 -3.1418 0.9094 0.943 1.716 -0.497
H 0.0510 -2.5046 2.1108 0.452 -0.897 0.373
```
Positions in Å, forces in eV/Å.

Output
Strongest force on any atom ... 5.5 eV/A
Net charge ... +1
HOMO ... -13.38 eV
Electronic energy ... -9885.297 eV
Energy above the lowest of the compared OMol25 structures with the same formula, charge and spin ... 99.0 kcal per mole

***

Q: The lowest energy above the lowest of the compared OMol25 structures with the same formula, charge and spin belongs to which entry?
A: number 1